Formula: C36H90N6O12
Source: the OMol25 dataset
Level of theory: ωB97M-V/def2-TZVPD

```
144
C36H90N6O12 | the OMol25 dataset | ωB97M-V/def2-TZVPD
C -0.484 2.273 -2.870
O -1.568 2.234 -3.816
C -2.790 1.615 -3.452
C -3.822 1.661 -4.584
N -4.942 0.707 -4.606
C -5.552 0.492 -5.902
C -6.452 1.679 -6.283
O -5.769 2.917 -6.608
C -6.661 4.037 -6.703
H -0.724 2.780 -1.935
H 0.391 2.717 -3.343
H -0.199 1.253 -2.610
H -3.237 1.842 -2.483
H -2.512 0.576 -3.277
H -3.269 1.494 -5.509
H -4.409 2.573 -4.693
H -4.575 -0.218 -4.432
H -6.121 -0.438 -5.899
H -4.823 0.304 -6.691
H -7.016 1.915 -5.381
H -7.206 1.373 -7.009
H -6.202 5.023 -6.778
H -7.248 3.952 -5.789
H -7.170 3.935 -7.661
C -2.928 4.310 -0.156
O -2.659 5.444 0.619
C -2.392 6.620 -0.141
C -2.096 7.748 1.005
N -3.277 7.957 1.853
C -3.122 8.683 3.134
C -2.641 10.111 2.888
O -2.495 10.713 4.151
C -3.530 11.461 4.759
H -2.052 3.819 -0.581
H -3.683 4.520 -0.914
H -3.360 3.543 0.486
H -3.260 6.814 -0.771
H -1.523 6.532 -0.793
H -1.812 8.667 0.493
H -1.311 7.383 1.668
H -3.534 6.984 1.944
H -2.498 8.244 3.912
H -4.099 8.777 3.606
H -3.165 10.744 2.172
H -1.639 10.094 2.460
H -3.924 12.054 3.934
H -2.917 11.997 5.484
H -4.225 10.786 5.259
C 6.462 0.809 10.505
O 5.569 0.779 9.434
C 4.855 2.052 9.386
C 3.583 2.122 8.550
N 3.824 1.383 7.319
C 2.688 0.787 6.607
C 1.585 1.742 6.099
O 0.705 1.560 7.169
C -0.578 2.174 7.193
H 5.915 1.022 11.424
H 7.189 1.532 10.134
H 6.938 -0.167 10.413
H 5.624 2.765 9.089
H 4.588 2.331 10.406
H 3.431 3.200 8.514
H 2.669 1.910 9.104
H 4.469 0.672 7.632
H 2.309 -0.085 7.139
H 3.052 0.282 5.712
H 1.119 1.253 5.243
H 1.947 2.766 6.005
H -1.367 1.684 6.622
H -0.523 3.200 6.830
H -1.212 1.982 8.059
C 3.808 -3.620 1.396
O 3.364 -2.425 0.679
C 4.346 -1.927 -0.252
C 3.610 -1.658 -1.618
N 3.916 -2.595 -2.737
C 3.582 -4.029 -2.495
C 3.393 -4.586 -3.969
O 2.456 -3.832 -4.739
C 1.842 -4.545 -5.812
H 4.515 -3.305 2.163
H 4.396 -4.289 0.768
H 2.941 -4.126 1.820
H 5.156 -2.655 -0.303
H 4.751 -0.968 0.073
H 3.934 -0.798 -2.204
H 2.543 -1.457 -1.532
H 3.379 -2.262 -3.524
H 2.573 -4.176 -2.109
H 4.283 -4.603 -1.889
H 3.261 -5.668 -3.990
H 4.320 -4.583 -4.542
H 2.631 -5.196 -6.189
H 1.423 -3.894 -6.579
H 0.994 -5.097 -5.406
C 0.003 -5.566 -1.174
O 0.332 -6.746 -1.875
C -0.498 -6.993 -3.000
C 0.335 -8.003 -3.986
N -0.406 -8.051 -5.242
C 0.317 -8.848 -6.309
C 1.561 -8.145 -6.878
O 1.893 -8.867 -8.055
C 3.125 -8.578 -8.647
H 0.477 -4.698 -1.631
H 0.645 -5.551 -0.293
H -1.058 -5.401 -0.986
H -0.752 -6.046 -3.474
H -1.422 -7.526 -2.773
H 0.361 -9.011 -3.574
H 1.382 -7.752 -4.158
H -1.363 -8.323 -5.071
H -0.229 -8.949 -7.247
H 0.670 -9.822 -5.968
H 2.287 -8.387 -6.102
H 1.382 -7.070 -6.899
H 3.501 -9.319 -9.353
H 3.889 -8.529 -7.872
H 3.191 -7.674 -9.252
C -0.980 -2.794 4.236
O -0.070 -1.872 3.635
C 0.563 -2.265 2.417
C -0.194 -2.272 1.062
N -0.887 -0.928 0.773
C 0.106 0.018 0.338
C -0.105 1.416 0.940
O -0.323 1.355 2.409
C -0.480 2.673 2.957
H -0.345 -3.469 4.809
H -1.460 -3.452 3.511
H -1.693 -2.285 4.884
H 1.105 -3.194 2.592
H 1.397 -1.564 2.388
H -1.053 -2.942 1.021
H 0.486 -2.440 0.227
H -1.140 -0.639 1.707
H 0.141 0.000 -0.751
H 1.141 -0.257 0.540
H -0.951 1.837 0.397
H 0.755 2.018 0.645
H 0.566 2.812 3.230
H -1.003 2.653 3.913
H -0.952 3.275 2.181
```

Properties
* HOMO energy (spin up / spin down): -9.295 / -9.295 eV
* multiplicity: 2
* frontier orbital gap (spin up / spin down): 0.230 / 0.040 Eh
* net charge: +1



Formula: C36H90O24P6
Source: the OMol25 dataset
Level of theory: ωB97M-V/def2-TZVPD

```
156
C36H90O24P6 | the OMol25 dataset | ωB97M-V/def2-TZVPD
C 1.469 19.787 -23.212
C 1.143 20.925 -22.306
O -0.174 21.455 -22.548
P -0.313 22.679 -23.515
O 0.219 22.585 -24.877
O 0.300 23.876 -22.669
C 1.028 24.926 -23.328
C 2.488 24.556 -23.461
O -1.872 22.892 -23.429
C -2.371 24.084 -24.077
C -3.884 24.034 -24.176
H 0.864 18.888 -23.063
H 1.238 20.050 -24.249
H 2.509 19.466 -23.163
H 1.142 20.679 -21.242
H 1.910 21.706 -22.352
H 0.525 25.149 -24.272
H 0.912 25.859 -22.772
H 3.098 25.388 -23.814
H 2.897 24.335 -22.472
H 2.561 23.690 -24.118
H -2.075 24.929 -23.452
H -1.905 24.127 -25.062
H -4.271 25.045 -24.263
H -4.146 23.364 -24.998
H -4.304 23.521 -23.309
C -5.965 29.412 -25.241
C -4.628 29.424 -25.981
O -4.634 28.158 -26.709
P -3.236 27.580 -27.135
O -2.304 27.260 -26.050
O -3.754 26.392 -28.041
C -3.148 25.109 -27.856
C -1.823 24.971 -28.560
O -2.671 28.685 -28.123
C -1.247 28.857 -28.265
C -0.983 29.049 -29.749
H -6.355 28.413 -25.109
H -5.792 29.899 -24.276
H -6.665 30.095 -25.723
H -4.437 30.254 -26.660
H -3.782 29.402 -25.287
H -3.032 24.857 -26.801
H -3.843 24.347 -28.214
H -1.195 25.793 -28.195
H -1.305 24.085 -28.189
H -1.869 24.982 -29.644
H -0.940 29.739 -27.702
H -0.717 27.989 -27.874
H 0.074 29.209 -29.959
H -1.301 28.119 -30.221
H -1.575 29.898 -30.083
C -6.633 33.113 -27.066
C -6.723 34.120 -25.938
O -8.117 34.423 -25.664
P -8.866 35.635 -26.335
O -8.972 35.539 -27.790
O -10.246 35.579 -25.558
C -11.294 36.484 -25.954
C -10.994 37.977 -25.866
O -8.139 36.949 -25.841
C -7.989 37.329 -24.460
C -6.676 36.836 -23.890
H -7.020 32.167 -26.696
H -7.255 33.444 -27.898
H -5.598 33.142 -27.408
H -6.387 33.770 -24.963
H -6.155 35.026 -26.158
H -11.525 36.258 -27.002
H -12.177 36.210 -25.383
H -10.327 38.321 -26.649
H -11.969 38.462 -25.914
H -10.580 38.172 -24.876
H -8.010 38.418 -24.514
H -8.837 36.998 -23.859
H -6.374 37.456 -23.048
H -6.735 35.779 -23.635
H -5.897 36.912 -24.651
C 7.934 27.341 -30.016
C 6.736 26.613 -29.436
O 6.353 27.053 -28.120
P 6.236 28.575 -27.693
O 7.398 29.430 -27.892
O 4.965 29.135 -28.418
C 3.643 28.615 -28.257
C 3.060 28.229 -29.590
O 5.755 28.410 -26.197
C 6.724 27.920 -25.256
C 6.158 27.940 -23.866
H 8.617 27.702 -29.252
H 8.538 26.685 -30.647
H 7.627 28.184 -30.636
H 5.849 26.633 -30.069
H 7.009 25.565 -29.308
H 3.632 27.738 -27.605
H 3.056 29.389 -27.757
H 2.042 27.880 -29.410
H 3.079 28.993 -30.362
H 3.650 27.365 -29.907
H 7.051 26.906 -25.512
H 7.631 28.525 -25.330
H 5.253 27.343 -23.750
H 6.894 27.484 -23.200
H 5.969 28.961 -23.534
C -13.878 29.036 -21.868
C -13.146 30.357 -21.996
O -13.026 30.728 -23.389
P -12.078 31.959 -23.716
O -10.821 31.975 -22.983
O -12.984 33.231 -23.451
C -14.363 33.331 -23.785
C -14.601 33.569 -25.265
O -12.021 31.796 -25.277
C -10.951 32.433 -26.047
C -10.103 31.363 -26.699
H -14.105 29.003 -20.799
H -14.802 29.028 -22.446
H -13.303 28.157 -22.146
H -13.666 31.145 -21.448
H -12.120 30.244 -21.643
H -14.911 32.444 -23.460
H -14.756 34.188 -23.238
H -14.010 34.426 -25.597
H -14.362 32.692 -25.862
H -15.640 33.840 -25.463
H -11.532 32.891 -26.848
H -10.413 33.122 -25.408
H -9.692 30.685 -25.948
H -10.725 30.786 -27.382
H -9.273 31.812 -27.243
C -0.268 34.549 -26.604
C -1.432 35.262 -27.240
O -1.796 34.598 -28.443
P -2.196 35.337 -29.784
O -3.536 35.897 -29.874
O -1.069 36.433 -29.962
C 0.294 36.014 -30.252
C 1.052 37.303 -30.493
O -1.869 34.237 -30.861
C -2.968 33.671 -31.614
C -3.732 32.657 -30.781
H -0.038 34.908 -25.603
H -0.509 33.486 -26.508
H 0.621 34.557 -27.237
H -2.275 35.254 -26.539
H -1.285 36.338 -27.372
H 0.653 35.439 -29.402
H 0.250 35.481 -31.199
H 0.572 37.803 -31.332
H 0.963 37.939 -29.607
H 2.127 37.235 -30.651
H -3.625 34.476 -31.941
H -2.520 33.201 -32.487
H -4.531 32.207 -31.367
H -3.010 31.910 -30.450
H -4.176 33.162 -29.923
```

Properties
* SMILES string: CCOP(=O)(OCC)OCC.CCOP(=O)(OCC)OCC.CCOP(=O)(OCC)OCC.CCOP(=O)(OCC)OCC.CCOP(=O)(OCC)OCC.CCOP(=O)(OCC)OCC
* HOMO energy: -10.317 eV
* frontier orbital gap: 0.391 Eh
* net charge: 0